Entry 1:
# C7H26O8

A cluster of 8 separate species, C7H26O8 in total in a non-equilibrium geometry (ωB97M-V/def2-TZVPD, the Open Molecules 2025 dataset).

Each line ends with the Mulliken charge.
Positions of all 41 atoms, in Å:
O -0.886 -3.120 -0.748  -0.5723
C -1.319 -2.133 -0.191  0.0057
C -1.208 -1.976 1.294  -0.4180
C -2.035 -0.777 1.795  -0.9122
C -1.029 0.419 1.745  0.6835
C -0.663 1.062 0.644  0.1489
C 0.245 2.241 0.494  -1.0504
C -0.413 0.602 3.129  -1.4665
H -1.751 -1.391 -0.873  0.4060
H -1.701 -2.884 1.678  0.3712
H -0.227 -1.949 1.761  0.2939
H -2.163 -0.899 2.867  0.3646
H -2.999 -0.605 1.329  0.4362
H -1.137 0.693 -0.267  0.1033
H 1.273 1.919 0.318  -0.0331
H 0.000 2.836 -0.391  0.2605
H 0.208 2.935 1.331  0.5040
H 0.007 1.602 3.215  0.3619
H -1.178 0.606 3.910  0.3923
H 0.234 -0.232 3.399  0.2506
H 3.038 -1.760 1.891  0.2872
H 2.857 -2.036 0.382  0.5206
O 3.526 -1.887 1.072  -0.7008
H -1.718 3.121 -2.309  0.3829
H -0.403 2.674 -3.075  0.2952
O -0.895 3.415 -2.719  -0.6803
H -3.629 1.708 -1.285  0.3295
H -2.408 2.179 -0.602  0.3040
O -3.149 2.528 -1.116  -0.7301
H -1.075 -0.133 -3.429  0.2503
H 0.013 0.141 -2.310  0.4047
O -0.824 0.445 -2.706  -0.5849
H 1.848 -0.008 -3.427  0.2447
H 2.474 -0.289 -1.864  0.3700
O 1.784 -0.334 -2.541  -0.6382
H 3.142 0.624 0.121  0.3064
H 4.184 -0.478 0.226  0.3542
O 3.783 0.140 -0.407  -0.7304
H 1.388 -3.062 -1.586  0.2803
H 1.231 -3.247 -0.029  0.2836
O 1.574 -2.688 -0.727  -0.6789

2S+1: 1
Calculated total energy in Eh: -884.17555
SMILES string: C/C=C(\C)CCC=O.O.O.O.O.O.O.O


Entry 2:
# C7H27NO9

A cluster of 10 separate species, C7H27NO9 in total in a non-equilibrium geometry (ωB97M-V/def2-TZVPD, the Open Molecules 2025 dataset).

Each line ends with the Mulliken charge.
Positions of all 44 atoms, in Å:
C -1.417 3.161 0.614  -0.7813
C -1.403 1.814 0.864  -0.4138
N -0.514 1.205 0.068  0.5637
C 0.144 2.149 -0.703  0.1198
C -0.483 3.401 -0.463  -0.4011
C 2.946 0.279 -2.578  -1.3781
C 1.717 0.584 -1.812  0.0778
C 1.210 1.813 -1.588  -0.5094
H -1.860 4.016 1.059  0.3662
H -1.994 1.312 1.602  0.3561
H -0.357 0.228 -0.084  0.0848
H -0.155 4.352 -0.849  0.3957
H 3.256 1.122 -3.200  0.3770
H 2.715 -0.543 -3.263  0.3055
H 3.676 -0.048 -1.839  0.2727
H 1.219 -0.225 -1.287  0.3109
H 1.704 2.541 -2.216  0.2894
H -2.036 -3.041 2.245  0.3183
H -1.160 -2.847 3.620  0.2835
O -1.439 -2.479 2.759  -0.5807
H -4.351 -1.062 -1.926  0.2825
H -2.860 -1.232 -2.120  0.4432
O -3.525 -0.971 -1.448  -0.6219
H 0.049 -1.977 1.473  0.4042
H 0.097 -0.583 2.160  0.2602
O 0.302 -1.056 1.333  -0.6536
H 0.010 -2.551 -1.123  0.2582
H 1.253 -3.082 -1.513  0.2823
O 0.732 -2.298 -1.730  -0.5474
H -0.422 1.293 4.322  0.2632
H 0.503 2.109 3.309  0.3242
O 0.056 1.265 3.489  -0.5516
H 1.964 -1.504 1.939  0.4150
H 2.952 -2.113 0.999  0.2832
O 2.911 -1.781 1.895  -0.6561
H 2.314 2.838 1.364  0.3150
H 0.870 3.028 1.601  0.4255
O 1.731 3.260 2.000  -0.7241
H -1.409 -1.832 0.257  0.1833
H -2.774 -2.299 0.250  0.3716
O -1.885 -2.663 0.130  -0.7373
H -1.798 -2.606 -3.202  0.3251
H -0.822 -1.309 -3.059  0.3294
O -1.665 -1.668 -3.349  -0.7311

2S+1: 1
Calculated total energy in Eh: -1014.80076
SMILES string: C/C=C/c1ccc[nH]1.O.O.O.O.O.O.O.O.O


Entry 3:
# C7H28F2NO11S2

A cluster of 8 separate species, C7H28F2NO11S2 in total in a non-equilibrium geometry (ωB97M-V/def2-TZVPD, the Open Molecules 2025 dataset).

Each line ends with the Mulliken charge.
Positions of all 51 atoms, in Å:
N -0.081 0.263 -1.342  -0.0970
S 0.449 -1.244 -1.132  1.0016
O -0.381 -2.305 -1.561  -0.6224
O 1.203 -1.388 0.071  -0.6488
F 1.579 -1.216 -2.239  -0.3335
S -1.296 0.334 -0.225  0.7686
O -0.876 0.522 1.117  -0.5935
O -2.437 -0.485 -0.428  -0.6153
F -1.806 1.743 -0.674  -0.2945
C -2.086 -0.357 -4.068  -0.5197
O -1.279 0.761 -3.795  -0.5482
H -2.931 -0.072 -4.702  0.2730
H -1.519 -1.148 -4.574  0.2305
H -2.542 -0.777 -3.163  0.1837
H -0.807 0.556 -2.969  0.4243
C 2.027 0.463 3.318  -0.4529
O 0.703 0.918 3.434  -0.5337
H 2.668 1.128 2.728  0.2185
H 2.504 0.346 4.297  0.3360
H 2.065 -0.556 2.910  0.0982
H 0.211 0.746 2.621  0.5415
C -3.101 2.543 3.750  -0.1396
O -3.886 1.689 4.606  -0.5446
H -3.678 3.415 3.465  0.2543
H -2.207 2.812 4.315  0.2336
H -2.802 1.976 2.868  -0.0927
H -3.397 0.865 4.671  0.2984
C -4.974 2.315 -1.077  -0.5040
O -4.485 2.914 -2.244  -0.4930
H -6.036 2.535 -0.910  0.3376
H -4.843 1.224 -1.064  0.2328
H -4.463 2.605 -0.159  0.1508
H -5.026 2.592 -2.968  0.2868
C 3.928 -2.726 1.672  -0.5482
O 2.555 -2.914 1.867  -0.5425
H 4.253 -2.681 0.631  0.1062
H 4.294 -1.871 2.259  0.2444
H 4.472 -3.581 2.102  0.2746
H 2.112 -2.437 1.142  0.5984
C 1.919 2.570 -0.200  -0.4380
O 1.614 2.384 -1.556  -0.5940
H 2.596 3.421 -0.091  0.3583
H 1.016 2.853 0.360  0.1775
H 2.396 1.703 0.268  0.0772
H 1.061 1.584 -1.602  0.4263
C 3.858 -3.891 -2.059  -0.7292
O 2.592 -3.844 -1.437  -0.3533
H 4.610 -4.467 -1.505  0.3105
H 3.771 -4.217 -3.100  0.3312
H 4.284 -2.884 -2.092  0.2406
H 2.200 -4.715 -1.535  0.2231

Net charge: -1
2S+1: 1
Calculated total energy in Eh: -2161.96801


Entry 4:
# C7H28N14O7

A structure of composition C7H28N14O7 in a non-equilibrium geometry (ωB97M-V/def2-TZVPD, the Open Molecules 2025 dataset).

Each line ends with the Mulliken charge.
Positions of all 56 atoms, in Å:
C -6.122 27.262 -18.914  0.0527
O -5.853 28.282 -19.513  -0.8082
N -5.294 26.376 -18.439  0.3589
N -7.352 27.047 -18.490  -0.6194
H -4.376 26.451 -18.856  -0.0896
H -5.587 25.583 -17.887  0.1237
H -7.639 26.308 -17.865  0.1261
H -7.915 27.856 -18.713  0.5694
C -7.209 26.023 -21.609  0.3265
O -7.140 25.293 -22.569  -0.8067
N -6.636 27.143 -21.506  0.1052
N -7.846 25.621 -20.513  -0.3705
H -5.947 27.395 -22.200  0.2516
H -6.693 27.671 -20.647  -0.2143
H -7.833 26.131 -19.641  -0.2570
H -8.468 24.826 -20.525  0.4315
C -2.798 27.327 -18.904  -0.0051
O -3.193 26.364 -18.255  -0.7783
N -2.211 28.237 -18.282  -0.1373
N -3.059 27.678 -20.129  -0.3664
H -1.725 28.857 -18.914  0.2230
H -1.805 27.894 -17.423  0.2730
H -2.687 28.486 -20.608  0.2810
H -3.399 26.909 -20.687  0.2095
C -5.650 24.287 -15.932  0.6423
O -6.302 23.316 -15.730  -0.6290
N -5.687 25.394 -15.148  -0.3385
N -4.646 24.322 -16.790  -0.4640
H -4.910 26.035 -15.223  0.1853
H -6.354 25.373 -14.389  0.2252
H -4.008 25.104 -16.848  0.2240
H -4.590 23.555 -17.444  0.2059
C -4.339 30.820 -20.098  0.5258
O -3.251 31.259 -19.777  -0.8047
N -4.673 29.601 -19.913  -0.0711
N -5.150 31.611 -20.744  -0.3735
H -5.561 29.134 -20.032  0.4280
H -4.089 28.992 -19.357  0.0297
H -5.984 31.261 -21.192  0.1567
H -4.855 32.574 -20.822  0.2365
C -9.492 27.381 -19.352  0.7243
O -9.607 26.798 -20.394  -0.6145
N -8.751 28.413 -19.308  -0.2521
N -10.264 27.314 -18.304  -0.3731
H -8.198 28.559 -20.141  0.6569
H -8.594 28.912 -18.444  0.4714
H -10.953 26.577 -18.363  0.2733
H -10.480 28.058 -17.656  0.2058
C -7.624 24.215 -18.247  0.6928
O -6.977 25.156 -18.025  -0.7914
N -8.502 23.722 -17.372  -0.3950
N -7.614 23.602 -19.416  -0.4735
H -9.122 22.929 -17.449  0.1845
H -8.603 24.310 -16.557  0.2177
H -8.201 22.786 -19.513  0.1630
H -7.171 23.983 -20.240  0.2521

2S+1: 1
Calculated total energy in Eh: -1576.36160


Entry 5:
# C7H28N14O7

A cluster of 7 separate species, C7H28N14O7 in total in a non-equilibrium geometry (ωB97M-V/def2-TZVPD, the Open Molecules 2025 dataset).

Each line ends with the Mulliken charge.
Positions of all 56 atoms, in Å:
C -0.296 0.341 -0.170  0.6968
O -1.459 0.527 0.176  -0.7455
N 0.544 1.152 -0.526  -0.2813
N 0.105 -0.874 -0.228  -0.3764
H 0.230 2.112 -0.490  0.1973
H 1.504 0.921 -0.736  0.1384
H 1.010 -1.123 -0.603  0.1633
H -0.681 -1.506 -0.178  0.2064
C -6.313 -0.340 0.398  0.7067
O -7.451 -0.639 0.131  -0.7034
N -6.011 0.222 1.546  -0.4025
N -5.388 -0.701 -0.379  -0.3201
H -5.075 0.521 1.779  0.1831
H -6.791 0.099 2.175  0.2106
H -5.497 -1.254 -1.217  0.1889
H -4.484 -0.360 -0.085  0.1443
C -4.587 -4.913 4.082  0.6008
O -5.153 -4.658 5.051  -0.5773
N -4.242 -6.107 3.645  -0.3993
N -4.344 -3.901 3.275  -0.3869
H -4.707 -6.874 4.110  0.2234
H -3.488 -6.171 2.977  0.1906
H -3.780 -4.146 2.474  0.1372
H -4.399 -2.973 3.670  0.2087
C 4.899 -2.781 0.253  0.6636
O 4.059 -2.488 -0.562  -0.6539
N 5.730 -3.774 0.164  -0.4139
N 5.146 -2.145 1.368  -0.3769
H 6.382 -3.912 0.923  0.1544
H 5.674 -4.232 -0.734  0.2318
H 5.683 -2.832 1.878  0.1653
H 4.699 -1.254 1.533  0.2210
C -2.599 4.960 3.174  0.7024
O -2.700 4.343 4.268  -0.6879
N -2.121 6.150 3.097  -0.4078
N -2.949 4.621 1.987  -0.3770
H -2.143 6.652 2.221  0.1578
H -1.931 6.518 4.018  0.2336
H -3.071 5.352 1.301  0.1699
H -3.279 3.669 1.916  0.2090
C 4.478 3.468 -2.226  0.6746
O 4.479 2.276 -2.182  -0.6472
N 5.135 4.158 -1.378  -0.3939
N 3.834 4.249 -3.033  -0.3999
H 5.533 3.677 -0.583  0.2300
H 5.059 5.160 -1.481  0.1312
H 3.758 3.901 -3.978  0.2329
H 3.851 5.251 -2.903  0.1758
C 2.533 -1.483 -5.349  0.6596
O 1.761 -1.995 -6.108  -0.6712
N 3.796 -1.608 -5.356  -0.3959
N 2.247 -0.679 -4.403  -0.3462
H 4.213 -2.193 -6.066  0.2135
H 4.391 -1.402 -4.566  0.1756
H 1.245 -0.581 -4.322  0.1827
H 2.961 -0.400 -3.745  0.1832

2S+1: 1
Calculated total energy in Eh: -1576.83131
SMILES string: NC(N)=O.NC(N)=O.NC(N)=O.NC(N)=O.NC(N)=O.NC(N)=O.NC(N)=O


The records above give, respectively, E_HOMO values of -0.350; -0.269; -0.260; -0.285; -0.334 hartree.
The records above give, respectively, LUMO level values of 0.230; 0.012; 2.767; 0.167; 0.031 eV.
The records above give, respectively, relative energy (zero: lowest compared OMol25 entry of this formula, charge and spin) values of 39.9; 19.0; 21.3; 466.3; 171.6 kcal/mol.